*A*
Computed, not measured: 2 unconnected molecules or ions with the total composition CHBrF2OS, with ωB97M-V/def2-TZVPD.

Computed properties:
orbital gap (alpha / beta)	0.32686 / 0.29756	Ha
highest occupied orbital energy (alpha / beta)	-9.44 / -9.80	eV
LUMO level (alpha / beta)	-0.5 / -1.7	eV

Atoms and positions in Å:
C1 -0.73721 -1.18491 -0.35571
O1 2.42589 1.65212 0.30664
F1 0.19680 -2.03746 -0.86345
F2 -0.91975 -1.52280 0.91340
S1 1.09931 1.49163 0.95617
Br1 -0.37784 2.82705 -0.03127
H1 -1.68720 -1.22564 -0.92578

=====

*B*
Computed, not measured: a molecular structure, CHBrF2OS, with ωB97M-V/def2-TZVPD.

Computed properties:
orbital gap (alpha / beta)	0.30283 / 0.30294	Ha
highest occupied orbital energy (alpha / beta)	-9.04 / -9.04	eV
LUMO level (alpha / beta)	-0.8 / -0.8	eV

Atoms and positions in Å:
C1 -0.75129 -0.19122 -0.44069
O1 -0.55126 -2.96929 0.18311
F1 -1.46815 -0.26655 -1.57043
F2 -1.01546 0.87700 0.26468
S1 -1.48949 -2.10382 0.88273
Br1 -0.32850 -1.54894 2.64819
H1 0.23887 -0.56737 -0.75320

=====

Short version: *A* is the least stable of them.

=====

*A*
Computed, not measured: a single C5H10OS molecule, with ωB97M-V/def2-TZVPD.

Computed properties:
orbital gap	0.32843	Ha
highest occupied orbital energy	-8.28	eV
LUMO level	0.7	eV

Atoms and positions in Å:
C1 1.11121 -1.55502 -0.79956
C2 0.51060 -0.11579 -0.47909
C3 -0.23764 -0.40727 0.95145
C4 -0.51240 0.50450 -1.55793
C5 -0.30367 0.53491 2.11641
O1 0.36942 -3.21271 1.29570
S1 1.22098 -2.05339 1.06190
H1 0.55373 -2.32853 -1.35835
H2 2.15930 -1.62783 -1.13288
H3 1.44271 0.55956 -0.29515
H4 -1.13733 -1.04550 0.76750
H5 0.09148 1.17703 -2.22564
H6 -1.25848 1.26133 -1.18074
H7 -1.09020 -0.31007 -2.07247
H8 -1.18698 1.20583 2.24654
H9 0.41206 1.42128 2.13693
H10 -0.06157 0.02253 3.09900

=====

*B*
Computed, not measured: a single C5H10OS molecule, with ωB97M-V/def2-TZVPD.

Computed properties:
SMILES	C=C(C)[C@@H](O)SC
orbital gap	0.35576	Ha
highest occupied orbital energy	-8.87	eV
LUMO level	0.8	eV

Atoms and positions in Å:
C1 1.24460 0.64679 1.82651
C2 0.07439 0.28074 1.28237
C3 -1.24863 0.55030 1.86381
C4 0.25596 -0.54631 -0.14873
O1 -0.70081 -1.50446 -0.09583
S1 -0.00261 0.73463 -1.44266
C5 0.39051 -0.21325 -2.98213
H1 2.01771 0.46841 1.20862
H2 1.43142 1.32401 2.63080
H3 -1.95036 -0.23916 1.75674
H4 -1.08238 0.52754 2.90857
H5 -1.65434 1.51992 1.57111
H6 1.19891 -1.18653 -0.14998
H7 -1.53069 -1.18653 -0.55353
H8 -0.11656 0.21419 -3.87375
H9 0.18804 -1.30280 -2.73475
H10 1.48484 -0.08750 -3.06717

=====

Short version: *A* is the least stable of them.